1.
Density functional theory data (the ωB97M-V functional and the def2-TZVPD basis) for a cluster of 6 separate species, C9H21Cl6N3O6 in total.

XYZ file:
```
45
Properties=species:S:1:pos:R:3
H 3.6333 4.9714 -2.7093
H 1.1915 0.2876 -1.3502
H 3.6833 3.1732 -2.8091
H -5.0613 -2.7750 0.5856
C 1.2948 -3.8458 2.2897
H 2.3069 4.1201 -3.4777
H 0.9452 -2.8858 2.6695
H 2.2869 -3.9479 2.7294
H 5.5238 -2.1282 -0.0395
C 1.3076 -3.8427 0.6904
C -4.0259 -2.6181 0.2832
H -3.5106 -3.5784 0.2617
Cl -5.7594 1.9801 -0.7501
H -0.0049 -0.9754 0.5722
O 1.5994 4.9252 -1.0694
H -3.6988 -2.0415 1.1484
C -3.9833 3.4827 0.7791
H -4.3657 4.2574 0.1144
H 1.0939 1.3036 0.1392
O 3.9244 -0.5203 -0.9332
C -0.4699 -0.2369 -0.0809
H 6.1312 -0.5230 0.5850
Cl -0.3522 -3.6486 0.0739
H -2.9391 3.6562 1.0390
Cl -0.4092 1.9583 -1.6597
N -3.9112 -1.7922 -0.9963
Cl -5.0677 3.7701 2.1508
H 1.5803 -4.8594 0.4074
H 5.1543 -1.6768 1.6543
N 2.4386 4.0815 -1.3159
C 5.3715 -1.3015 0.6543
N 4.1341 -0.5229 0.2701
C 0.5335 0.8010 -0.6491
O -3.0459 -2.1874 -1.8206
C 3.0497 4.0511 -2.6830
Cl -1.5564 0.6119 1.0849
O 3.4034 -0.0306 1.1092
C -4.2486 2.0602 0.1739
H -4.1990 1.2241 0.8715
H -1.0524 -0.7109 -0.8709
O -4.5914 -0.7876 -1.1160
H 2.0182 -3.1928 0.1797
H -3.4948 1.9769 -0.6090
Cl 0.3525 -5.2272 2.9641
O 2.7897 3.1644 -0.5411
```

HOMO energy (spin up / spin down) ... -12.90 / -12.90 eV
Spin multiplicity ... 2
Expectation value of S² ... 0.75
Net charge ... +1
Gap between HOMO and LUMO (spin up / spin down) ... 10.073 / 3.032 eV
E_LUMO (spin up / spin down) ... -2.82 / -9.86 eV
Energy ... -3731.7030 Eh

---

2.
Density functional theory data (the ωB97M-V functional and the def2-TZVPD basis) for an isolated molecule of C4H3N.

XYZ file:
```
8
Properties=species:S:1:pos:R:3
C -0.5570 0.1823 -0.1022
C -0.4802 1.0989 1.0095
H 0.3289 -1.3167 -1.3651
C 0.5914 -0.7124 -0.4949
H 0.8452 -1.3752 0.3367
N -0.4222 1.8378 1.9019
C -1.7745 0.3904 -0.5523
H 1.4684 -0.1051 -0.7336
```

HOMO energy ... -10.76 eV
Gap between HOMO and LUMO ... 9.412 eV
E_LUMO ... -1.35 eV
Energy ... -208.8174 Eh

---

3.
Density functional theory data (the ωB97M-V functional and the def2-TZVPD basis) for a cluster of 2 separate species, C4H12NO3 in total.

XYZ file:
```
20
Properties=species:S:1:pos:R:3
O -0.8573 -0.1837 -1.8216
H 0.9990 0.0635 2.8878
N -0.8998 1.2568 0.4535
H -0.7103 2.1799 0.2996
H -0.4259 -0.5729 1.3693
H 0.7879 1.8162 2.4210
H 1.8854 0.6084 -0.6519
C 1.0478 0.8209 2.0390
H -3.2316 -2.1251 -1.0322
H -2.0216 -1.2212 -1.6484
C 1.1546 -0.1019 -0.1625
C 0.1020 0.3726 0.9538
O 2.4505 1.0607 1.7416
H 0.6981 -1.2667 -2.0802
H 2.8690 0.9023 0.9553
C 0.1602 -0.7810 -1.2581
H -0.2725 -1.5771 -0.5749
H 1.5992 -0.9525 0.2069
O -2.7547 -2.0362 -1.7083
H -1.3729 0.7580 -0.4539
```

HOMO energy ... -3.45 eV
Net charge ... -1
Gap between HOMO and LUMO ... 7.060 eV
E_LUMO ... 3.61 eV
Energy ... -439.9896 Eh

---

4.
Density functional theory data (the ωB97M-V functional and the def2-TZVPD basis) for an isolated molecule of C29H32ClN3O6S.

XYZ file:
```
72
Properties=species:S:1:pos:R:3
H -4.4299 -5.9689 -1.1089
H 3.9506 5.0029 -0.6035
C 1.8360 -0.2480 -0.8853
H 0.9440 -1.0611 0.7192
H -2.1551 -4.7197 -0.9444
H -3.7601 -4.5179 0.8423
C 4.5522 4.0966 -0.7290
H -5.6488 -5.3940 -2.2509
H -4.5690 -2.9759 1.1433
C 5.1744 1.2411 3.6925
O 0.0468 -2.1242 -2.2658
H -6.1229 -4.6521 0.1141
C 4.0699 0.8430 -2.1636
C -5.3887 -4.1391 -0.5091
H -1.8875 -3.3415 -2.0141
N -2.9344 2.5529 -1.0540
S -0.3434 -1.8791 -0.9077
C -0.5720 3.2100 -0.8161
C 1.4019 0.3815 4.5516
H 1.0023 -0.3779 3.8717
H 4.9344 1.2587 -2.6577
O 4.5913 3.3351 0.4523
H -3.3180 -5.0387 -3.1141
H -5.1476 -1.2204 0.0340
N -3.1963 -3.0032 -0.4218
C -1.9381 3.4703 -1.2902
C -1.8180 0.3614 -1.0277
C 3.5406 2.1837 2.1885
H -4.1783 -3.5097 -2.8997
C 1.0363 2.4998 0.9454
C -2.6413 -3.8721 -1.4369
H 0.1878 3.6818 -1.4209
C 3.4162 2.8699 0.9591
C 4.2010 0.3008 -0.8965
H 4.7464 1.5434 4.6502
H 2.1078 3.5494 -0.5816
H 4.1638 3.5139 -1.5708
O -0.3582 -2.9759 0.0166
C 1.7291 0.2938 -2.1623
N 0.7250 -0.7508 -0.2198
H 5.1544 0.2972 -0.3922
H -5.8785 -3.2872 -0.9851
C -4.2000 -0.7956 -0.2552
O -2.2329 4.5245 -1.8259
C 2.8373 0.8279 -2.7939
H 2.7336 1.2359 -3.7879
C -2.9239 1.1786 -0.8253
C -4.1103 0.5673 -0.4065
C -3.1039 -1.6446 -0.5071
Cl 3.2742 -0.9838 1.2770
H 4.8743 0.2147 3.4715
O 4.8133 2.1234 2.6534
H 5.5853 4.3765 -0.9286
C -0.2780 2.6367 0.3586
H -1.0877 2.2312 0.9534
C 2.3817 1.6697 2.7927
H 0.2639 1.4288 2.6133
H 6.2616 1.2990 3.7445
O 2.5176 1.0359 4.0020
H -4.9822 1.1791 -0.2235
H 0.7783 0.2591 -2.6676
C -3.7508 -4.3662 -2.3731
H 0.6092 1.0871 4.8209
C 2.1858 3.0259 0.3542
H -0.8708 0.7813 -1.3153
H 1.7694 -0.1039 5.4548
C 3.0955 -0.2499 -0.2785
C 1.1570 1.8275 2.1600
H -3.8520 2.9340 -1.2588
C -1.9005 -1.0023 -0.8358
C -4.2257 -3.6508 0.3585
C -4.8456 -5.0770 -1.5830
```

HOMO energy ... -7.59 eV
Gap between HOMO and LUMO ... 7.660 eV
E_LUMO ... 0.07 eV
Energy ... -2598.3210 Eh

---

5.
Density functional theory data (the ωB97M-V functional and the def2-TZVPD basis) for a structure of composition C18H16F10N5O3Os.

XYZ file:
```
53
Properties=species:S:1:pos:R:3
H -0.4528 2.3139 2.6838
C -2.5436 5.1940 -0.5738
C -3.1233 3.9526 -0.7528
N -1.6679 -0.5454 -1.3393
C 2.2438 -0.5394 1.5661
H -1.5356 -1.5251 -1.5642
C -1.2093 2.8816 0.2632
F 0.5724 4.2573 0.9647
H -0.7856 -1.9475 1.4754
C 0.7477 -3.8661 -4.0261
F -0.7364 6.4696 0.2109
H -2.4505 -0.4362 -0.6923
C 0.6553 -3.4835 -2.7049
N 0.7605 -0.5679 1.4159
N 0.6671 -1.6365 -0.9939
H 0.6809 -2.5052 2.2952
H 2.7097 -1.0199 0.7105
H 1.7351 2.2515 -0.7463
F 0.5489 -5.1340 -4.3594
N -1.9304 0.1234 -2.5552
C -1.3095 5.2867 0.0356
C 0.8154 -2.1407 -2.2919
H -2.8528 0.0045 -2.9478
H 1.1317 2.1216 1.9526
C -0.6632 4.1363 0.4445
H 0.1117 -3.4673 -0.0405
F 1.5510 0.0083 -3.0465
H 2.5922 0.4868 1.6101
F 1.1110 -3.3091 -6.2749
N -0.5103 1.6904 0.6448
C -1.3288 1.3713 -2.7618
C 0.1323 0.2676 2.4759
C 0.3022 -1.9606 1.4257
O 2.0186 1.3279 -0.6364
O -0.3083 1.5452 -1.9612
C 1.1796 -1.2537 -3.3261
C 1.0378 -2.9381 -5.0088
H 0.6523 0.1391 3.4277
F -3.0907 1.6394 -0.4524
O -1.7444 2.1318 -3.5915
F -3.1707 6.2874 -0.9762
H 1.7723 -2.9972 0.2008
C 0.1262 1.7017 1.9929
H 2.5274 -1.0606 2.4824
H 2.3518 1.0576 -1.5077
H -0.8991 -0.0636 2.5897
Os 0.0977 0.2503 -0.4436
C -2.4574 2.8242 -0.3216
C 0.7522 -2.6122 0.1347
F 0.3690 -4.4662 -1.8415
F -4.3210 3.8515 -1.3099
C 1.2711 -1.6253 -4.6493
F 1.6118 -0.7344 -5.5685
```

HOMO energy (spin up / spin down) ... -11.60 / -11.28 eV
Net charge ... +1
Gap between HOMO and LUMO (spin up / spin down) ... 6.917 / 5.919 eV
E_LUMO (spin up / spin down) ... -4.69 / -5.36 eV
Energy ... -2284.0247 Eh

---

6.
Density functional theory data (the ωB97M-V functional and the def2-TZVPD basis) for a cluster of 3 separate species, C3H11NOS in total.

XYZ file:
```
17
Properties=species:S:1:pos:R:3
O 0.1663 -1.5536 -1.6112
H 0.5899 0.5668 -1.0568
H 2.4957 1.9167 -0.6270
N 0.6349 1.1155 -0.1638
H -3.5745 -1.4039 -0.2714
S -1.8648 -1.7514 0.7102
C 2.0115 1.3780 0.2002
C -0.0759 0.3209 0.8390
H 0.3858 -2.3773 -2.0727
H -2.2685 0.5714 0.9345
H -0.0311 0.9011 1.7815
H -0.5062 -1.8558 -0.9812
H -1.6134 0.2201 -0.6597
C -1.4911 -0.0082 0.3963
H 0.4793 -0.6027 1.0561
H 2.0320 2.0598 1.0759
H 2.6300 0.5028 0.4502
```

HOMO energy (spin up / spin down) ... -13.39 / -13.38 eV
Spin multiplicity ... 2
Expectation value of S² ... 0.75
Net charge ... +1
Gap between HOMO and LUMO (spin up / spin down) ... 8.515 / 4.981 eV
E_LUMO (spin up / spin down) ... -4.87 / -8.40 eV
Energy ... -648.6588 Eh